This record from the Open Molecules 2025 dataset describes a cluster of 2 separate species, C2H12N8 in total at a distorted geometry. The level of theory is the ωB97M-V functional and the def2-TZVPD basis.

Atoms and positions in Å:
C 1.5198 -1.8205 -1.2452
C -2.0549 0.9470 1.4512
N 1.8661 -3.2183 -0.7228
N -2.0317 2.3657 1.2968
N -0.8370 0.2254 0.9827
N 2.8944 -3.8309 -1.2405
N 3.3144 -3.5089 -2.3650
N 1.3652 -0.9492 -0.2732
N -2.2543 2.8821 -0.0213
N -0.8360 -0.4505 -0.0244
H 2.3753 -1.5803 -1.9164
H 0.6697 -1.9312 -1.9372
H -2.1777 0.7376 2.5186
H -2.9076 0.5250 0.9070
H 1.6755 -3.3688 0.2647
H -1.2715 2.8427 1.7713
H 0.0006 0.3059 1.5836
H 3.3181 -4.5755 -0.6491
H 4.1148 -4.0270 -2.7187
H -3.1301 2.4682 -0.3999
H -2.4174 3.9042 0.0484
H -1.4947 2.7203 -0.7179

Atomic forces in eV per Å
C 0.587 -2.954 -3.622
C -0.336 -0.296 0.248
N -0.902 1.404 0.511
N -0.096 0.420 0.288
N -0.356 -0.327 -0.785
N 1.324 -0.334 -0.856
N -0.672 0.214 0.403
N 0.616 2.149 3.212
N 0.105 0.042 -0.425
N -0.845 0.247 -0.006
H -0.115 0.150 0.277
H -0.157 -0.097 0.210
H 0.010 0.138 -0.106
H 0.278 -0.047 0.083
H 0.307 -0.328 -0.158
H -0.073 0.191 -0.269
H 0.276 -0.024 0.183
H -0.237 0.189 -0.332
H 0.130 -0.479 0.523
H 0.452 0.190 0.233
H 0.064 -0.450 -0.002
H -0.362 0.004 0.391

Results
Charge ... +2
Gap between HOMO and LUMO (spin up / spin down) ... 0.2677 / 0.2631 Ha
2S+1 ... 3
E_HOMO (spin up / spin down) ... -14.52 / -14.98 eV
Max |F| ... 4.7 eV Å⁻¹
E ... -520.5130 Ha

***

This record from the Open Molecules 2025 dataset describes a cluster of 3 separate species, C19H33BBrF13O8PS2 in total. The level of theory is the ωB97M-V functional and the def2-TZVPD basis.

Atoms and positions in Å:
C 2.0228 1.0474 3.2671
C 1.1502 0.2491 2.6566
P -0.7038 0.7422 2.4647
C -0.3332 1.4534 0.6840
C -0.1906 2.9810 0.7519
C -0.4476 3.6508 -0.5686
F -0.8205 4.9649 -0.3687
F -1.4676 3.0985 -1.2600
C 0.8306 3.7354 -1.4628
F 1.6043 2.6438 -1.3100
F 1.5626 4.7961 -1.0410
C 0.5502 3.9316 -2.9785
F 1.5060 4.7197 -3.5362
F -0.6338 4.5697 -3.1541
C 0.4601 2.5837 -3.7494
F -0.1823 2.8236 -4.9207
F -0.3221 1.7645 -3.0063
C 1.7909 1.8287 -4.0478
F 2.8591 2.6341 -4.0324
F 1.9695 0.8718 -3.1154
C 1.7820 1.0844 -5.4144
F 0.8008 0.1734 -5.4401
F 2.9705 0.4476 -5.5427
F 1.6556 1.9263 -6.4503
B -2.5736 1.4184 2.4015
O -3.1892 1.7985 3.6160
O -3.3645 1.5359 1.2731
C -1.1179 -1.0709 1.8795
Br -0.4748 -1.6539 0.0648
C -2.5533 -1.5631 1.9919
C -3.0518 -1.6628 3.4385
H 3.0793 0.8308 3.3122
H 1.6173 1.9385 3.7354
H 1.5226 -0.7019 2.2878
H -0.9821 0.2863 3.8408
H -0.3541 2.0657 3.0415
H -1.1341 1.2356 -0.0149
H 0.6204 1.0905 0.3222
H -0.8269 3.4438 1.5047
H 0.8328 3.1931 1.0507
H -3.1428 2.7429 3.7496
H -4.2919 1.4659 1.5042
H -0.5279 -1.7213 2.5186
H -2.5423 -2.5934 1.6349
H -3.2622 -1.0710 1.3353
H -2.8193 -0.7804 4.0236
H -4.1352 -1.7557 3.4192
H -2.6404 -2.5444 3.9161
O 4.0924 -4.6477 3.4767
S 4.5670 -3.2977 3.4253
O 3.6628 -2.2159 3.2235
O 5.7284 -3.2100 2.3372
C 5.4228 -3.7031 1.0154
C 4.5850 -2.7259 0.2130
C 5.5598 -2.9675 4.8416
H 4.9366 -4.6769 1.0929
H 6.3905 -3.8555 0.5401
H 3.5832 -2.6226 0.6278
H 4.4929 -3.0735 -0.8163
H 5.0437 -1.7374 0.2138
H 6.2794 -3.7722 4.9632
H 4.8874 -2.9223 5.6948
H 6.0566 -2.0115 4.7024
O -4.5658 -2.0318 -0.8898
S -4.7459 -1.8638 -2.2969
O -4.3761 -2.9096 -3.2019
O -4.0801 -0.5023 -2.7582
C -2.6975 -0.2457 -2.3948
C -1.7315 -1.0169 -3.2706
C -6.4142 -1.3988 -2.6222
H -2.5382 -0.4634 -1.3375
H -2.5632 0.8241 -2.5297
H -1.8006 -2.0873 -3.0785
H -0.7105 -0.7012 -3.0672
H -1.9523 -0.8557 -4.3272
H -6.6819 -0.5785 -1.9627
H -7.0338 -2.2694 -2.4204
H -6.4989 -1.1083 -3.6655

Atomic forces in eV per Å
C -0.682 -0.235 -0.268
C 0.095 0.114 0.303
P 0.579 0.395 -0.239
C 0.009 0.782 0.171
C 0.225 -0.764 -0.076
C 0.099 0.636 0.501
F 0.017 -0.030 -0.124
F -0.169 -0.071 0.054
C -0.144 0.508 0.210
F 0.061 0.021 -0.125
F -0.092 -0.189 -0.090
C -0.062 0.421 -0.302
F -0.331 -0.296 0.128
F 0.504 -0.145 0.003
C -0.640 -0.051 0.259
F 0.218 -0.018 0.271
F 0.321 0.132 -0.658
C 0.043 -0.729 0.088
F 0.030 0.178 -0.076
F 0.024 0.115 -0.264
C 0.414 -0.236 -0.188
F 0.373 0.442 -0.125
F -0.741 0.281 0.000
F 0.083 -0.419 0.342
B -0.333 0.070 0.193
O -0.045 -0.333 -0.093
O 0.482 -0.400 -0.286
C -0.284 -0.209 -0.055
Br 0.152 0.005 0.145
C 0.189 -0.900 0.057
C -0.300 0.507 -0.360
H 0.202 -0.027 0.248
H 0.311 0.347 0.014
H 0.042 -0.074 -0.333
H 0.019 -0.210 -0.075
H -0.029 0.098 0.189
H -0.059 -0.423 -0.010
H -0.032 -0.477 -0.222
H -0.342 0.039 -0.010
H 0.140 0.290 0.127
H -0.041 0.297 0.109
H -0.385 0.385 0.152
H 0.237 -0.007 0.150
H -0.123 -0.109 -0.236
H 0.056 0.473 -0.013
H 0.095 0.056 0.167
H -0.192 -0.160 0.099
H 0.171 -0.079 0.222
O -0.103 -0.032 -0.002
S 0.289 0.109 -0.078
O -0.194 -0.035 0.077
O 0.101 -0.055 0.184
C -0.165 -0.061 -0.542
C -0.108 0.060 0.179
C 0.088 -0.019 0.011
H -0.019 0.027 0.131
H 0.084 0.051 0.156
H -0.004 -0.014 -0.017
H 0.048 -0.034 -0.003
H 0.042 -0.009 -0.043
H -0.003 -0.007 -0.012
H -0.057 0.000 -0.028
H -0.024 0.020 -0.014
O 0.027 -0.182 0.077
S 0.096 0.541 -0.188
O -0.021 -0.162 0.060
O -0.289 -0.128 -0.028
C 0.636 0.067 0.144
C -0.199 -0.237 -0.046
C -0.074 0.022 -0.016
H -0.170 -0.070 -0.070
H -0.241 0.048 -0.035
H 0.026 -0.003 0.042
H -0.008 0.041 0.083
H 0.016 0.089 -0.009
H 0.016 0.012 0.006
H 0.032 -0.033 0.017
H 0.015 -0.004 -0.008

Results
Charge ... -1
Gap between HOMO and LUMO ... 0.2154 Ha
E_HOMO ... -3.72 eV
Max |F| ... 0.9 eV Å⁻¹
E ... -6380.5444 Ha

***

This record from the Open Molecules 2025 dataset describes an isolated molecule of C5H14N2. The level of theory is the ωB97M-V functional and the def2-TZVPD basis.

Atoms and positions in Å:
C -1.6536 1.3704 -0.0744
C -1.1441 -0.0060 -0.5602
N -2.1988 -1.0143 -0.6916
C -0.0248 -0.5888 0.2976
N 1.3041 -0.1379 -0.0736
C 2.3230 -0.9846 0.5563
C 1.5317 1.2300 0.2959
H -1.3732 2.1788 -0.7416
H -1.2525 1.6441 0.9113
H -2.7368 1.3616 0.0772
H -0.7306 0.1607 -1.5563
H -2.6443 -1.1398 0.2179
H -2.9315 -0.6243 -1.2798
H -0.0682 -1.6662 0.1831
H -0.2390 -0.3568 1.3608
H 2.1017 -2.0317 0.3386
H 2.2982 -0.8621 1.6520
H 3.2857 -0.7135 0.1408
H 0.8730 1.9182 -0.2390
H 1.3745 1.4371 1.3787
H 2.5527 1.5303 0.0656

Atomic forces in eV per Å
C -0.019 -0.019 0.841
C 0.058 0.499 -0.224
N -0.339 0.166 0.144
C -0.149 0.147 0.126
N 0.183 -0.506 0.181
C -0.832 0.103 -0.130
C -0.039 0.892 0.234
H -0.157 0.091 -0.199
H 0.066 -0.151 -0.152
H 0.026 0.046 -0.337
H 0.053 -0.279 -0.067
H 0.096 -0.083 -0.104
H 0.047 -0.154 -0.011
H 0.081 -0.186 -0.067
H 0.059 -0.089 0.010
H 0.149 0.083 -0.077
H 0.280 0.000 -0.026
H 0.282 -0.048 0.160
H 0.040 -0.175 -0.066
H 0.025 -0.239 -0.160
H 0.090 -0.099 -0.078

Results
SMILES ... C[C@H](N)CN(C)C
Charge ... 0
Gap between HOMO and LUMO ... 0.3568 Ha
E_HOMO ... -8.60 eV
Max |F| ... 0.9 eV Å⁻¹
Relative energy (zero: lowest compared OMol25 entry of this formula, charge and spin) ... 91.7 kJ/mol
E ... -308.3881 Ha

***

This record from the Open Molecules 2025 dataset describes a structure of composition C21H30F5NOP2STi at a distorted geometry. The level of theory is the ωB97M-V functional and the def2-TZVPD basis.

Atoms and positions in Å:
Ti 0.0790 0.0656 -0.8586
P 2.3041 -0.4510 -2.0552
P -2.2122 0.4136 0.2157
N -0.4937 0.7456 -2.4093
H 0.6023 -2.1549 1.2225
C 2.9449 -2.1559 -1.9921
H 3.9237 -2.1947 -2.4903
H 2.2350 -2.8164 -2.5063
H 3.0398 -2.4922 -0.9527
C 3.6423 0.5366 -1.2970
H 4.5687 0.4126 -1.8742
H 3.8081 0.2287 -0.2563
H 3.3430 1.5934 -1.3024
C 2.4135 0.0073 -3.8147
H 3.4478 -0.0931 -4.1712
H 2.0731 1.0433 -3.9358
H 1.7477 -0.6398 -4.3988
C -3.1920 -1.0004 0.8170
H -4.2181 -0.6814 1.0497
H -2.7302 -1.4212 1.7163
H -3.2135 -1.7882 0.0559
C -2.0340 1.4246 1.6694
H -2.9974 1.8882 1.9088
H -1.2714 2.1880 1.4888
H -1.6459 0.7839 2.7859
C -3.3937 1.2801 -0.8868
H -4.2891 1.5906 -0.3262
H -3.6847 0.6204 -1.7165
H -2.9043 2.1604 -1.3232
C -1.0453 0.8096 -3.6254
C -2.0057 -0.3032 -5.5829
C -1.4680 -0.3776 -4.3043
C -1.2183 2.0632 -4.2845
C -1.7594 2.1245 -5.5594
C -2.1548 0.9445 -6.2148
H -2.3115 -1.2255 -6.0849
H -1.3480 -1.3294 -3.7781
H -0.8941 2.9440 -3.7284
H -1.8717 3.0986 -6.0430
H -2.5820 1.0072 -7.2183
C 1.8205 -0.3618 1.8700
O 1.2733 0.0982 0.8143
C 2.4928 -1.6661 2.0784
H 3.4950 -1.4990 2.5173
H 2.5994 -2.2850 1.1766
H 1.9209 -2.2333 2.8379
C 2.0736 0.6118 2.9735
H 1.8336 0.1643 3.9409
H 1.5033 1.5368 2.8443
H 3.1467 0.8580 3.0211
F 0.6335 -0.9583 7.3683
C 0.0247 -0.5311 6.2458
C -0.2834 0.8162 6.0725
F 0.0262 1.7085 7.0319
C -0.8907 1.2422 4.8811
F -1.1113 2.5794 4.7330
C -1.2121 0.3748 3.8587
S -0.0565 -2.2729 -0.0339
C -0.9549 -0.9583 4.0898
F -1.2984 -1.9121 3.1683
C -0.3038 -1.4300 5.2352
F 0.0336 -2.7317 5.3365

Atomic forces in eV per Å
Ti -1.428 0.037 -1.693
P 0.212 -0.062 0.141
P -0.414 0.884 0.989
N 1.214 -1.628 3.596
H -1.516 -0.235 -2.037
C 0.188 0.019 -0.209
H -0.196 -0.107 0.114
H 0.196 0.114 0.185
H -0.084 0.094 -0.312
C 0.209 0.056 -0.126
H -0.117 0.117 0.230
H -0.027 0.053 -0.292
H 0.163 -0.219 0.001
C 0.040 -0.021 0.001
H -0.264 0.010 0.005
H 0.065 -0.245 0.012
H 0.141 0.167 0.093
C -0.074 -0.377 -0.219
H 0.268 0.004 -0.083
H -0.109 0.197 -0.337
H -0.130 0.087 0.125
C -0.369 0.610 -2.144
H 0.059 0.123 0.054
H -0.015 0.171 0.127
H -0.301 0.251 -0.805
C -0.026 -0.276 -0.551
H 0.328 -0.138 -0.118
H -0.069 0.179 0.096
H -0.115 -0.188 0.182
C -0.848 0.219 -2.212
C -0.002 0.402 -0.056
C 0.270 0.692 0.372
C 0.225 -0.759 0.490
C -0.121 -0.376 -0.094
C 0.075 0.056 0.126
H 0.063 0.379 0.104
H -0.064 0.268 -0.233
H -0.136 -0.100 -0.299
H -0.019 -0.380 0.083
H 0.144 -0.074 0.331
C 0.150 2.965 -1.726
O 1.568 -0.996 2.867
C 0.204 -1.050 -0.300
H -0.526 0.153 -0.123
H -0.164 0.298 0.350
H 0.199 0.160 -0.240
C -0.319 0.425 0.367
H -0.074 -0.011 0.015
H 0.064 -0.281 -0.009
H -0.226 -0.172 -0.222
F -0.170 0.161 -0.362
C -0.047 0.000 -0.125
C -0.215 0.500 -0.423
F 0.000 -0.290 -0.037
C 0.457 -0.583 0.273
F 0.074 -0.380 0.117
C 0.688 -1.339 2.766
S 0.404 -0.214 0.561
C 0.475 0.175 0.641
F 0.264 0.218 0.221
C -0.168 0.086 -0.470
F -0.055 0.169 0.226

Results
Charge ... 0
Gap between HOMO and LUMO (spin up / spin down) ... 0.1891 / 0.1891 Ha
E_HOMO (spin up / spin down) ... -6.36 / -6.36 eV
Max |F| ... 4.1 eV Å⁻¹
Relative energy (zero: lowest compared OMol25 entry of this formula, charge and spin) ... 8.3 kJ/mol
E ... -3377.7678 Ha